No. 1
The following is a quantum chemistry calculation of C29H26BCl3N11OSTb as an isolated structure, from OMol25.

Geometry as XYZ:
```
73
Properties=species:S:1:pos:R:3:forces:R:3:lowdin_charge:R:1
Tb -0.095 -0.155 0.078 0.61 -0.14 0.13 1.1577
C -2.721 3.469 -0.991 -0.07 0.06 -0.01 -0.0307
C -2.498 2.139 -0.653 -0.07 -0.04 -0.03 -0.1818
N -1.228 1.801 -0.858 -0.01 0.21 0.09 -0.1206
N -0.604 2.919 -1.321 0.06 0.08 -0.15 0.0293
C -1.489 3.929 -1.410 0.02 0.05 0.03 -0.0409
B 0.916 2.837 -1.615 -0.13 -0.03 0.01 -0.6320
N 1.130 1.598 -2.545 -0.08 -0.01 -0.01 0.0217
C 1.440 1.622 -3.853 0.02 0.04 0.04 -0.0347
C 1.328 0.342 -4.358 -0.04 -0.02 -0.02 -0.0245
C 0.914 -0.417 -3.269 -0.06 -0.01 -0.02 -0.1796
N 0.786 0.342 -2.176 0.26 -0.20 -0.09 -0.0926
N 1.681 2.647 -0.259 -0.01 -0.05 -0.05 0.0171
C 2.345 3.592 0.424 0.03 0.07 0.01 -0.0413
C 2.727 3.076 1.647 -0.01 0.06 0.02 -0.0222
C 2.224 1.783 1.644 -0.02 0.00 0.05 -0.1476
N 1.594 1.521 0.495 -0.06 -0.09 -0.09 -0.0912
N 1.515 4.043 -2.310 0.03 -0.11 0.20 -0.0396
C 2.841 4.171 -2.604 -0.17 -0.05 0.02 -0.1157
C 3.010 5.362 -3.252 -0.06 0.19 -0.09 -0.0535
C 1.708 5.911 -3.308 0.03 0.10 -0.07 -0.1385
N 0.815 5.121 -2.744 0.34 -0.13 -0.06 0.0777
H -3.644 4.022 -0.934 0.09 -0.04 -0.02 0.1042
H -3.195 1.416 -0.257 0.02 0.01 0.01 0.0994
H -1.175 4.890 -1.779 -0.02 -0.08 0.03 0.1046
H 1.711 2.543 -4.343 0.00 -0.04 0.04 0.1320
H 1.509 0.010 -5.367 -0.01 0.05 0.07 0.1060
H 0.691 -1.473 -3.234 0.03 0.03 0.03 0.0943
H 2.500 4.575 0.007 -0.01 -0.08 0.00 0.1350
H 3.275 3.573 2.432 -0.05 -0.03 -0.08 0.1078
H 2.264 1.046 2.430 -0.01 -0.01 -0.06 0.1003
H 3.555 3.406 -2.332 -0.09 0.06 -0.02 0.1328
H 3.927 5.783 -3.631 -0.07 -0.02 0.03 0.0980
H 1.393 6.850 -3.737 0.03 -0.05 0.03 0.1063
Cl -1.986 -1.261 -1.898 -0.04 0.02 -0.39 0.7643
C -3.402 -2.049 -1.275 -0.06 0.02 0.20 -0.6204
C -4.336 -2.488 -2.179 -0.03 0.04 -0.10 -0.0864
C -5.503 -3.074 -1.699 -0.05 -0.04 -0.02 -0.0319
C -5.727 -3.206 -0.338 -0.06 0.00 0.00 -0.0874
C -4.779 -2.762 0.566 0.02 0.01 -0.04 -0.6712
Cl -5.108 -2.926 2.242 0.04 0.00 -0.02 0.7351
C -3.560 -2.190 0.123 0.18 0.06 0.06 -0.6726
S -2.322 -1.751 1.225 -0.18 -0.32 0.01 0.6659
H -4.169 -2.362 -3.241 -0.02 -0.01 0.06 0.1184
H -6.250 -3.422 -2.401 0.02 0.01 0.03 0.1236
H -6.643 -3.646 0.033 0.03 0.01 -0.02 0.1170
N -0.831 -2.386 5.561 0.09 -0.04 -0.04 0.1882
C 0.455 -2.805 5.443 -0.06 -0.05 0.02 -0.4894
O 0.997 -3.514 6.265 -0.04 0.04 -0.03 0.0782
C 1.210 -2.374 4.211 0.03 -0.01 0.08 -0.0930
C 2.583 -2.570 4.188 0.04 0.01 0.06 0.0312
C 3.296 -2.162 3.075 0.06 -0.05 0.05 -0.0166
C 2.609 -1.591 2.022 0.01 -0.04 -0.24 -0.1485
N 1.284 -1.411 2.017 -0.18 0.23 0.12 -0.0287
C 0.613 -1.796 3.107 0.01 0.03 0.01 -0.1259
H -1.313 -2.632 6.409 0.00 -0.01 0.03 0.1204
H -1.235 -1.672 4.982 0.04 0.04 0.00 0.0938
H 3.057 -3.026 5.048 0.00 0.00 -0.03 0.1328
H 4.370 -2.282 3.020 -0.03 0.01 -0.01 0.1180
H 3.141 -1.265 1.135 0.00 0.03 0.05 0.1048
H -0.449 -1.613 3.097 -0.09 0.02 -0.06 0.0076
Cl -1.293 0.752 2.178 -0.16 0.16 0.37 -0.0351
C 2.082 -4.730 -1.705 0.01 -0.05 -0.02 -0.0336
C 0.799 -4.742 -1.183 0.03 -0.09 0.01 -0.0301
C 0.273 -3.564 -0.688 0.07 0.06 0.08 -0.1442
N 0.944 -2.406 -0.694 -0.14 0.01 -0.18 -0.0638
C 2.187 -2.410 -1.190 -0.04 0.04 0.09 -0.1709
C 2.794 -3.540 -1.700 0.05 -0.06 -0.02 -0.0312
H 2.524 -5.633 -2.106 -0.01 0.02 0.02 0.1201
H 0.212 -5.650 -1.150 0.02 0.05 -0.01 0.1178
H -0.718 -3.546 -0.252 -0.04 0.03 -0.04 0.0770
H 2.712 -1.461 -1.185 -0.02 0.03 -0.05 0.1111
H 3.799 -3.483 -2.092 -0.01 0.00 0.01 0.1186
```
Positions in Å, forces in eV/Å.

The total charge is +1. The highest occupied orbital energy (spin up / spin down) comes out at -11.401 / -11.456 eV. The orbital gap (spin up / spin down) is 8.369 / 6.054 eV. Its LUMO energy (spin up / spin down) is -3.0319 / -5.4026 eV. The spin multiplicity is 8. As for the expectation value of S²: 16.383.

---

No. 2
The following is a quantum chemistry calculation of a 3-piece molecular cluster, C4H11NO2 overall at a distorted geometry, from OMol25.

Geometry as XYZ:
```
18
Properties=species:S:1:pos:R:3:forces:R:3:lowdin_charge:R:1
C 2.119 -0.051 -1.615 1.04 -0.15 -0.92 -0.1880
C 1.217 0.499 -0.634 -1.20 -0.85 -0.08 -0.2499
C 0.149 1.247 -0.955 -1.48 -0.23 5.21 -0.2389
N -0.720 1.522 0.129 -1.80 0.97 -1.17 -0.1598
C -1.184 0.738 1.131 1.27 0.27 -0.90 -0.2694
H 1.758 -0.967 -2.020 -0.20 -1.53 -0.03 0.0429
H 3.075 -0.202 -1.154 0.94 -0.35 -0.13 0.0460
H 2.239 0.487 -2.548 0.18 0.95 -0.02 0.0565
H 1.035 -0.099 0.271 0.70 0.46 -0.17 0.0554
H -0.051 1.817 -1.812 0.10 0.75 -1.25 0.0582
H -0.923 -0.337 1.125 -0.20 0.24 0.42 -0.0036
H -1.853 1.168 1.912 0.60 -0.37 -0.72 -0.0061
H -3.289 0.701 -0.629 0.37 -3.62 0.80 0.0793
H -3.019 -0.702 0.287 -0.40 1.76 -1.97 0.0256
O -3.376 -0.349 -0.600 -0.02 1.82 0.93 -0.2142
H 0.565 -2.470 1.996 0.78 1.46 0.65 0.0550
H 1.090 -1.313 2.997 -0.50 -0.18 0.02 0.0195
O 1.167 -1.688 2.117 -0.19 -1.40 -0.65 -0.1086
```
Positions in Å, forces in eV/Å.

The energy above the lowest of the compared OMol25 structures with the same formula, charge and spin comes out at 74.57 kcal per mole. The total charge is -1. The highest occupied orbital energy (spin up / spin down) comes out at 0.115 / -2.714 eV. The orbital gap (spin up / spin down) is 3.545 / 6.258 eV. Its LUMO energy (spin up / spin down) is 3.6603 / 3.5443 eV. The spin multiplicity is 2. As for the expectation value of S²: 0.763.

---

No. 3
The following is a quantum chemistry calculation of a 2-piece molecular cluster, C4H14N2O overall at a distorted geometry, from OMol25.

Geometry as XYZ:
```
21
Properties=species:S:1:pos:R:3:forces:R:3:lowdin_charge:R:1
N -1.465 -0.635 -1.270 0.71 2.91 0.63 -0.0216
C -0.502 0.566 -1.156 -0.06 -1.93 -1.02 -0.4520
C -1.120 1.962 -1.344 -0.23 -1.06 0.79 -0.1008
C 0.292 0.336 0.111 0.47 0.99 1.66 -0.3134
N 1.629 -0.259 -0.032 0.52 -0.10 0.51 -0.1269
C 2.359 -0.241 1.260 0.13 2.11 -1.17 -0.2035
H -0.852 -1.369 -0.926 -0.60 -0.95 -0.73 -0.0211
H -1.758 -0.649 -2.241 0.20 -0.96 -0.01 0.0210
H 0.223 0.445 -1.983 0.01 0.16 0.39 0.1107
H -2.200 1.887 -1.310 -0.32 0.04 0.01 0.0556
H -0.805 2.556 -0.487 -0.01 0.49 -0.30 0.0551
H -0.832 2.379 -2.302 0.14 0.32 -0.02 0.0552
H 0.458 1.309 0.599 0.47 0.24 -0.57 0.0899
H -0.246 -0.086 0.973 -0.50 -0.75 -0.75 0.0768
H 1.702 -1.199 -0.399 -0.81 -0.03 -0.18 0.0545
H 2.405 -1.124 1.886 -0.33 -0.23 -0.05 0.0536
H 1.937 0.628 1.771 -0.18 -0.48 0.70 0.0579
H 3.350 0.180 1.044 0.35 -0.73 0.11 0.0564
H -1.668 -2.971 1.777 0.28 -0.15 0.17 -0.0651
H -1.690 -1.488 1.801 0.16 0.04 0.14 -0.0500
O -1.217 -2.228 2.228 -0.40 0.06 -0.33 -0.3323
```
Positions in Å, forces in eV/Å.

The energy above the lowest of the compared OMol25 structures with the same formula, charge and spin comes out at 33.40 kcal per mole. The total charge is -1. The highest occupied orbital energy (spin up / spin down) comes out at 1.270 / -5.297 eV. The orbital gap (spin up / spin down) is 2.729 / 9.094 eV. Its LUMO energy (spin up / spin down) is 3.9994 / 3.7963 eV. The spin multiplicity is 2. As for the expectation value of S²: 0.751.

---

No. 4
The following is a quantum chemistry calculation of a 3-piece molecular cluster, C18H33IO3 overall at a distorted geometry, from OMol25.

Geometry as XYZ:
```
55
Properties=species:S:1:pos:R:3:forces:R:3:lowdin_charge:R:1
C 5.901 -0.683 -3.408 -0.27 0.14 -0.12 -0.0721
C 4.844 0.122 -4.224 0.68 -0.82 0.15 -0.1765
C 3.529 -0.507 -3.978 -0.19 0.17 0.89 -0.2011
C 2.776 -0.441 -2.875 0.03 0.32 -0.61 -0.5995
I 2.987 0.820 -1.270 -0.06 -0.16 0.05 1.0659
C 1.829 -1.578 -2.914 1.30 -1.41 1.09 -0.4674
O 1.420 -2.155 -1.958 -0.99 0.27 -0.21 0.1441
O 1.875 -2.174 -4.171 0.02 0.76 0.06 0.1473
C 2.767 -1.396 -4.893 -0.74 1.05 -0.91 -0.3834
O 2.680 -1.230 -6.069 0.47 -0.88 -0.03 0.1893
H 6.854 -0.675 -3.923 0.21 0.13 0.06 0.0727
H 6.004 -0.271 -2.412 0.12 0.07 0.15 0.0573
H 5.604 -1.720 -3.288 -0.05 -0.19 -0.09 0.0800
H 5.145 0.046 -5.261 -0.35 0.25 -0.31 0.1156
H 4.871 1.148 -3.880 -0.16 0.29 -0.16 0.1001
C 1.760 1.988 2.149 -0.12 -0.13 -0.06 -0.1340
C 0.366 2.227 1.574 0.12 0.05 -0.03 -0.2803
C -0.059 3.694 1.595 -0.05 0.02 -0.02 -0.2239
C -0.155 4.317 2.988 0.06 -0.04 0.02 -0.2287
C -1.106 3.601 3.946 -0.09 0.11 -0.01 -0.2689
C -2.557 3.601 3.474 0.06 -0.11 0.08 -0.1086
H 1.821 2.269 3.201 0.03 0.03 0.00 0.0675
H 2.025 0.931 2.077 0.04 0.00 0.02 0.0582
H 2.513 2.562 1.601 0.00 0.05 0.05 0.0592
H -0.361 1.614 2.114 -0.02 0.00 -0.01 0.0925
H 0.347 1.878 0.538 -0.04 -0.04 0.01 0.0729
H -1.021 3.790 1.085 -0.01 0.00 0.00 0.1022
H 0.652 4.278 1.002 0.01 -0.01 -0.01 0.1097
H -0.475 5.358 2.882 -0.02 0.00 0.01 0.1092
H 0.840 4.355 3.441 0.01 0.00 -0.01 0.1005
H -1.053 4.098 4.918 0.02 -0.03 0.02 0.1035
H -0.775 2.573 4.113 0.03 0.00 -0.01 0.0981
H -2.923 4.621 3.339 0.00 0.01 -0.05 0.0751
H -3.200 3.111 4.206 -0.03 0.01 -0.01 0.0691
H -2.675 3.068 2.530 -0.01 0.02 -0.03 0.0576
C -2.506 -0.230 0.286 0.01 -0.05 0.11 -0.1084
C -1.795 -1.498 0.751 0.00 0.07 -0.07 -0.2599
C -1.573 -2.518 -0.365 -0.03 -0.03 0.04 -0.2268
C -2.850 -3.066 -1.004 -0.04 0.09 0.03 -0.2261
C -3.821 -3.736 -0.034 0.03 -0.13 -0.07 -0.2715
C -3.237 -4.965 0.657 -0.11 0.08 0.07 -0.1129
H -3.509 -0.442 -0.088 0.00 0.01 -0.02 0.0659
H -2.607 0.481 1.108 -0.01 0.03 -0.02 0.0565
H -1.943 0.260 -0.511 -0.02 0.00 -0.03 0.0732
H -2.356 -1.950 1.574 0.01 -0.01 0.00 0.0990
H -0.820 -1.222 1.162 0.01 -0.02 0.03 0.0996
H -0.977 -3.345 0.026 0.02 -0.01 -0.02 0.1052
H -0.964 -2.059 -1.145 0.03 0.00 0.00 0.0872
H -2.567 -3.786 -1.778 0.00 -0.02 0.00 0.1103
H -3.373 -2.258 -1.525 0.01 0.01 -0.01 0.1006
H -4.712 -4.038 -0.592 -0.03 0.03 0.02 0.1025
H -4.163 -3.019 0.718 0.01 0.02 -0.01 0.0969
H -2.925 -5.712 -0.075 0.05 0.01 0.00 0.0742
H -3.978 -5.428 1.311 0.01 -0.03 0.00 0.0672
H -2.374 -4.709 1.273 0.03 -0.01 -0.02 0.0644
```
Positions in Å, forces in eV/Å.

Its SMILES is CCC1=C(I)C(=O)OC1=O.CCCCCC.CCCCCC. The energy above the lowest of the compared OMol25 structures with the same formula, charge and spin comes out at 0.00 kcal per mole. The total charge is 0. The highest occupied orbital energy comes out at -9.906 eV. The orbital gap is 9.044 eV. Its LUMO energy is -0.8627 eV.

---

Number 1: E_tot -4426.362166 Eh. Number 2: E_tot -364.119817 Eh. Number 3: E_tot -345.448587 Eh. Number 4: E_tot -1229.058174 Eh.